# 1
Formula: C2H2ClNO2
Source: the OMol25 dataset
Level of theory: ωB97M-V/def2-TZVPD

Geometry as XYZ:
```
8
Properties=species:S:1:pos:R:3:mulliken_charge:R:1
C 0.26385 -1.06756 -1.10961 0.10
C -0.69001 0.13716 0.32654 0.54
N 0.22666 0.91425 0.64540 -0.25
O 1.35664 -0.85938 -1.44720 -0.37
O -1.75854 -0.27715 0.54583 -0.46
Cl 0.16941 1.88584 2.27310 -0.13
H -0.53611 -1.94094 -1.29893 0.27
H 0.96808 1.20778 0.06486 0.30
```

Summary:
ΔE to the lowest compared entry with this formula, charge and spin = 3.338 eV
E = -20210.274 eV
Kohn-Sham gap (alpha / beta) = 7.40 / 7.40 eV
HOMO energy (alpha / beta) = -0.3133 / -0.3132 Eh

# 2
Formula: C27H34FeN3O9P2SSi
Source: the OMol25 dataset
Level of theory: ωB97M-V/def2-TZVPD

Geometry as XYZ:
```
78
Properties=species:S:1:pos:R:3:mulliken_charge:R:1
Fe -0.07507 -0.24297 -0.59079 0.31
C -2.31758 0.55799 6.72403 -1.50
C -2.15023 0.99648 5.29412 1.24
C -1.44428 2.15529 4.98372 -0.81
C -1.24974 2.54325 3.66743 -0.34
C -1.75690 1.76034 2.63645 -0.27
C -2.49468 0.62462 2.93216 -0.16
C -2.68412 0.24705 4.25144 -1.20
S -1.45367 2.20275 0.93922 1.23
O -2.53516 1.61927 0.16805 -0.80
O -1.32342 3.64015 0.92460 -0.77
N -0.11490 1.45927 0.47995 0.06
C 1.06622 1.65633 1.17108 0.13
C 1.51921 2.80898 1.77977 -0.26
C 2.72351 2.81135 2.51229 -0.87
C 3.49563 1.69210 2.65014 -1.19
C 3.09882 0.50130 1.99675 1.21
C 3.83973 -0.70093 2.02939 -0.86
C 3.40659 -1.78775 1.32504 -1.04
C 2.23462 -1.67942 0.55279 -0.45
N 1.52801 -0.57825 0.51115 1.12
C 1.91408 0.50296 1.23980 -0.14
H -2.37786 1.41422 7.39697 0.38
H -1.46887 -0.05255 7.04156 0.28
H -3.21883 -0.04219 6.84886 0.38
H -1.04780 2.77065 5.78393 0.35
H -0.73776 3.46532 3.44261 0.45
H -2.92547 0.02978 2.14159 0.44
H -3.24945 -0.65376 4.45923 0.46
H 0.93959 3.71566 1.68481 0.74
H 3.03736 3.73662 2.98128 0.43
H 4.41255 1.70600 3.22601 0.40
H 4.75512 -0.74121 2.60856 0.42
H 3.95553 -2.71942 1.33072 0.41
H 1.87641 -2.49578 -0.06234 0.54
C -1.08650 -4.30241 0.51940 -1.72
C -2.03114 -3.45020 -0.33898 1.10
O -3.21528 -4.17447 -0.65035 -0.63
P -1.17281 -2.98459 -1.85768 0.24
O -2.18339 -2.49006 -2.95610 -0.64
O -0.65535 -4.37480 -2.44491 -0.59
O -0.04976 -2.04068 -1.59711 -0.43
P -2.43834 -1.93217 0.64678 0.29
O -3.33398 -1.07579 -0.38884 -0.65
O -3.24589 -2.42886 1.78626 -0.81
O -1.15477 -1.17008 0.86860 -0.45
H -0.89438 -5.25260 0.02186 0.37
H -1.56962 -4.48010 1.48007 0.37
H -0.14359 -3.78377 0.69878 0.25
H -3.84832 -3.96034 0.05073 0.48
H -2.23892 -1.51031 -3.00147 0.54
H -0.13391 -4.24372 -3.24706 0.37
H -3.18641 -0.12210 -0.23138 0.47
C 2.40402 2.60221 -3.68122 -1.14
Si 2.35437 0.96493 -2.74731 -0.22
C 3.18526 -0.37947 -3.79315 -1.16
C 3.56335 1.20732 -1.33242 -0.88
N 0.75388 0.56229 -2.27085 0.82
C -0.26217 0.54317 -3.17159 0.98
C -1.58670 0.49641 -2.67078 -0.89
C -2.70464 0.41896 -3.48697 0.46
C -2.56560 0.38115 -4.86997 -0.78
C -1.27844 0.45547 -5.39534 -0.97
C -0.15886 0.53713 -4.58665 -0.56
H 3.43462 2.87987 -3.92069 0.37
H 1.98365 3.38199 -3.04063 0.29
H 1.82913 2.59522 -4.60852 0.35
H 4.18810 -0.06330 -4.09665 0.39
H 2.63350 -0.66135 -4.68968 0.37
H 3.29243 -1.27974 -3.18003 0.25
H 4.53439 1.40989 -1.79653 0.55
H 3.68476 0.32661 -0.70222 0.17
H 3.31604 2.06328 -0.70078 0.20
H -1.75158 0.66056 -1.60598 0.16
H -3.68763 0.40528 -3.02960 0.37
H -3.43066 0.31862 -5.51620 0.38
H -1.13992 0.44413 -6.47130 0.36
H 0.81386 0.58294 -5.05586 0.26
```

Summary:
Total charge = -1
ΔE to the lowest compared entry with this formula, charge and spin = 0.084 eV
E = -123137.894 eV
Kohn-Sham gap (alpha / beta) = 6.77 / 6.68 eV
HOMO energy (alpha / beta) = -0.1624 / -0.1590 Eh

# 3
Formula: CHBaO2
Source: the OMol25 dataset
Level of theory: ωB97M-V/def2-TZVPD

Geometry as XYZ:
```
5
Properties=species:S:1:pos:R:3:mulliken_charge:R:1
H -1.15942 -0.99851 0.40993 0.40
O -0.44424 1.09766 0.02199 -0.72
O 0.32053 -0.90321 -0.05940 -0.68
C -0.68210 -0.10037 -0.29128 0.27
Ba 1.96523 0.90444 -0.08125 1.73
```

Summary:
Total charge = +1
ΔE to the lowest compared entry with this formula, charge and spin = 0.851 eV
E = -5833.789 eV
Kohn-Sham gap = 8.61 eV
HOMO energy = -0.4959 Eh

# 4
Formula: C22H22FeN4O5P
Source: the OMol25 dataset
Level of theory: ωB97M-V/def2-TZVPD

Geometry as XYZ:
```
55
Properties=species:S:1:pos:R:3:mulliken_charge:R:1
Fe 0.81654 -0.58988 -1.63580 0.41
O 4.28728 -1.52240 0.63887 -0.76
C 3.14307 -1.45911 0.20642 0.20
O 2.73643 -0.75470 -0.77775 -0.60
C 2.03469 -2.27486 0.90838 -1.01
P 0.46789 -1.33668 0.83238 1.64
C -0.74821 -2.47587 1.56607 0.35
C -0.86174 -2.70035 2.93720 -0.41
C -1.77227 -3.62487 3.42214 -0.65
C -2.57310 -4.33909 2.53957 -0.42
C -2.46527 -4.12387 1.17456 -0.55
C -1.55976 -3.18982 0.68826 -0.34
C 0.67067 -0.01924 2.07654 0.11
C -0.44024 0.77332 2.37831 -0.31
C -0.32532 1.86439 3.22228 -0.65
C 0.91022 2.19216 3.76853 -0.41
C 2.02019 1.42026 3.46590 -0.78
C 1.90514 0.31750 2.62624 -0.47
H 2.33511 -2.55323 1.91915 0.50
H 1.86514 -3.18419 0.32596 0.52
H -0.23967 -2.14074 3.62619 0.39
H -1.85747 -3.79234 4.48846 0.39
H -3.28049 -5.06595 2.91938 0.36
H -3.08555 -4.67964 0.48339 0.40
H -1.46303 -3.02434 -0.37906 0.24
H -1.40321 0.53317 1.93973 0.37
H -1.19680 2.46768 3.44337 0.38
H 1.00398 3.04984 4.42249 0.37
H 2.98773 1.67444 3.88003 0.41
H 2.79113 -0.26208 2.39627 0.32
N 2.59738 2.06341 -1.18705 -0.83
N 1.24379 1.61428 -1.01238 -0.08
H 2.82941 2.74523 -0.47297 0.23
H 3.16803 1.23371 -1.03627 0.35
H 0.63934 2.20047 -1.58254 0.39
H 0.93847 1.71102 -0.04634 0.11
O 1.54895 -3.73137 -3.74491 -0.68
N 1.37290 -2.71711 -3.10725 1.06
O 1.88495 -1.61640 -3.41695 -0.59
O 0.64174 -2.72051 -2.04947 -0.53
C -0.92773 -0.07942 -2.80951 -1.47
C -1.29474 1.31591 -2.83110 0.42
C -2.21314 1.85049 -1.89890 -0.12
C -2.48854 3.19715 -1.82998 -0.85
C -1.85415 4.09464 -2.69767 0.48
C -0.94342 3.59438 -3.63447 -0.54
C -0.67341 2.24498 -3.69669 -0.42
C -2.14409 5.49148 -2.63624 0.09
N -2.37815 6.61903 -2.58644 -0.59
H -0.62097 -0.48253 -3.77775 0.55
H -1.72825 -0.70667 -2.40529 0.43
H -2.71218 1.17288 -1.21506 0.38
H -3.19944 3.56835 -1.10229 0.41
H -0.43980 4.27530 -4.30895 0.42
H 0.04997 1.88178 -4.41701 0.38
```

Summary:
Total charge = -1
ΔE to the lowest compared entry with this formula, charge and spin = 0.000 eV
E = -83044.908 eV
Kohn-Sham gap (alpha / beta) = 6.89 / 7.59 eV
Spin multiplicity = 5
HOMO energy (alpha / beta) = -0.1633 / -0.1890 Eh

# 5
Formula: C3H3NO
Source: the OMol25 dataset
Level of theory: ωB97M-V/def2-TZVPD

Geometry as XYZ:
```
8
Properties=species:S:1:pos:R:3:mulliken_charge:R:1
C -0.93224 0.48293 1.07649 -0.71
C -0.48108 -0.40952 0.11651 0.02
N 0.53561 0.05207 -0.70653 -0.19
C 1.37086 -0.17933 -1.49019 0.50
O 2.29026 -0.21844 -2.21886 -0.46
H -1.67224 0.34681 1.93302 0.23
H -0.45956 1.39427 1.32038 0.27
H -0.65160 -1.46878 -0.03082 0.35
```

Summary:
ΔE to the lowest compared entry with this formula, charge and spin = 0.693 eV
SMILES string = C=CN=C=O
E = -6695.799 eV
Kohn-Sham gap = 10.04 eV
HOMO energy = -0.3439 Eh

# 6
Formula: H8NaO4
Source: the OMol25 dataset
Level of theory: ωB97M-V/def2-TZVPD

Geometry as XYZ:
```
13
Properties=species:S:1:pos:R:3:mulliken_charge:R:1
Na 0.36660 -0.12086 0.36358 0.86
O 0.02033 2.18331 0.80681 -0.56
H 0.67188 2.82624 1.12200 0.30
H -0.81604 2.66364 0.75084 0.30
O -0.05523 -2.12651 1.51945 -0.64
H -0.09945 -2.17859 2.48485 0.32
H 0.28169 -2.98396 1.22418 0.32
O -2.00947 0.31216 -0.78675 -0.59
H -1.79177 0.76609 -1.61259 0.33
H -2.91845 0.56561 -0.57932 0.31
O 2.02525 -0.63021 -1.38623 -0.63
H 1.98531 -1.38922 -1.98496 0.32
H 2.33937 0.11231 -1.92186 0.33
```

Summary:
Total charge = +1
ΔE to the lowest compared entry with this formula, charge and spin = 0.017 eV
E = -12732.730 eV
Kohn-Sham gap = 12.33 eV
HOMO energy = -0.5771 Eh